# 1
50
Properties=species:S:1:pos:R:3:forces:R:3:nbo_charge:R:1 method="wB97M-V/def2-TZVPD" spin_multiplicity=2 s_squared=0.7558 max_force_ha_per_bohr=0.03010 homo_lumo_gap_ev="6.84 / 6.22"
Cu 0.222118 1.591440 -0.362752 -0.122 0.114 -0.191 1.100
C 5.137018 -0.415760 -0.026052 0.337 -0.485 0.024 -0.404
N 4.183618 0.658540 -0.026652 -0.380 0.243 0.015 -0.328
C 4.441118 1.994740 -0.031752 0.054 0.424 -0.020 -0.083
C 3.224418 2.622240 -0.059952 0.459 0.064 0.035 -0.069
N 2.248518 1.692440 -0.068052 0.010 -0.111 -0.045 -0.537
C 2.837518 0.510040 -0.047352 0.037 -0.216 0.084 0.098
P 2.017118 -1.121760 -0.007452 -0.326 0.384 0.117 0.745
C 0.819218 -0.666060 1.286148 0.318 -0.017 0.201 0.100
N 0.308418 0.540840 1.474748 0.065 -0.369 -0.154 -0.574
C -0.422782 0.472340 2.606848 -0.039 -0.275 0.397 -0.037
C -0.348982 -0.792060 3.120348 -0.161 0.273 0.199 -0.070
N 0.454718 -1.501360 2.286348 0.134 0.395 -0.157 -0.331
C 0.798618 -2.889860 2.408848 0.134 -0.468 -0.048 -0.402
C 1.041718 -0.845360 -1.513952 0.379 0.076 -0.134 0.089
N 0.799618 0.346740 -2.032852 -0.013 -0.202 0.330 -0.547
C 0.170518 0.129740 -3.208052 -0.147 -0.323 -0.235 -0.039
C 0.061518 -1.216860 -3.418352 -0.155 0.272 -0.350 -0.071
N 0.627418 -1.826160 -2.345152 0.194 0.536 0.156 -0.328
C 0.741718 -3.231860 -2.099952 0.064 -0.495 0.128 -0.404
H 6.145418 -0.008360 -0.007252 -0.055 0.014 -0.017 0.222
H 4.991318 -1.048360 0.851748 0.077 0.047 -0.075 0.218
H 5.010318 -1.028760 -0.921152 0.106 0.055 0.085 0.217
H 5.437618 2.388440 -0.010952 0.171 0.006 -0.011 0.221
H 2.991018 3.668540 -0.068052 0.091 0.184 -0.014 0.222
H -0.961082 1.314440 2.989848 -0.082 0.030 0.052 0.230
H -0.804382 -1.225460 3.988648 -0.041 -0.111 0.094 0.220
H 0.463718 -3.250260 3.381448 0.039 0.003 -0.125 0.222
H 0.309718 -3.466660 1.620248 -0.004 -0.025 0.124 0.218
H 1.882218 -3.019660 2.329048 -0.174 -0.027 0.051 0.210
H -0.168282 0.946840 -3.810552 -0.144 0.088 -0.178 0.222
H -0.347782 -1.779660 -4.230752 -0.161 -0.119 -0.152 0.220
H 0.326818 -3.771860 -2.946352 0.012 -0.038 0.017 0.224
H 1.793618 -3.500960 -1.974552 -0.123 -0.083 -0.015 0.208
H 0.183818 -3.499260 -1.202452 -0.043 -0.053 -0.034 0.224
Cl -1.443182 3.198240 1.236148 0.047 0.304 0.026 -0.061
C -2.801982 2.178840 0.664548 -0.144 0.346 0.064 0.355
C -4.077582 2.953140 0.707948 -0.412 0.070 0.106 -0.269
C -5.215382 2.349740 0.348948 0.353 0.555 0.259 -0.116
C -5.372082 0.992340 -0.122452 -0.032 -0.710 -0.230 -0.300
C -4.425982 0.053140 -0.283952 -0.667 0.479 0.135 -0.007
Cl -4.879582 -1.468060 -0.903452 -0.491 -0.431 -0.236 0.045
C -2.962182 0.253040 0.045448 0.710 -1.207 -0.659 0.141
S -1.952382 -1.148060 -0.095152 0.166 -0.018 -0.145 -0.482
H -4.043082 3.970240 1.064948 -0.111 0.085 -0.013 0.221
H -6.137782 2.913240 0.402048 0.021 0.124 0.032 0.205
H -6.384282 0.716440 -0.383452 -0.026 -0.073 -0.042 0.220
O -2.896082 0.951640 1.327048 -0.053 0.620 0.066 -0.534
N -2.582282 1.563040 -0.644352 0.959 0.353 -0.185 -0.110
O -1.443382 1.752040 -1.288152 -0.829 -0.290 0.666 -0.515



# 2
82
Properties=species:S:1:pos:R:3:forces:R:3:lowdin_charge:R:1 method="wB97M-V/def2-TZVPD" spin_multiplicity=1 total_charge=+1 max_force_ha_per_bohr=0.03279 homo_lumo_gap_ev=7.09
Al 0.056953 0.294570 0.303752 -0.641 0.959 0.489 -0.141
C -3.832587 0.056486 0.606550 0.028 0.031 0.141 -0.127
C -3.391869 -0.909125 1.702108 0.341 0.258 -0.174 -0.505
C -4.187962 -2.207503 1.646964 0.122 0.070 0.075 -0.097
P -1.547916 -1.116368 1.515068 -0.286 -0.602 0.603 1.115
C -0.880173 -1.678415 3.179891 -0.028 0.283 -0.216 -0.502
C 0.403279 -2.482272 2.972479 -0.008 0.202 -0.101 -0.096
C -1.847181 -2.412300 4.102251 0.012 0.167 -0.131 -0.101
C -1.235442 -2.448593 0.339018 -0.061 0.180 0.020 -0.283
C -1.483014 -3.783371 0.640183 0.091 -0.119 -0.262 -0.059
C -1.094455 -4.802135 -0.213074 -0.074 0.036 0.146 -0.265
C -1.451976 -6.225314 0.085101 0.090 -0.073 0.002 -0.042
C -0.351416 -4.452411 -1.338902 -0.106 0.140 0.112 -0.012
C -0.096314 -3.132398 -1.650983 0.182 0.047 -0.001 -0.018
C -0.591439 -2.088606 -0.862705 -0.297 -0.499 0.194 -0.267
N -0.445832 -0.733246 -1.161418 0.157 0.067 0.164 -0.028
C -0.439018 -0.265981 -2.464730 0.025 0.287 -0.292 -0.262
C -0.878385 -1.018006 -3.559140 -0.119 -0.147 0.018 -0.015
C -0.807612 -0.532199 -4.847232 0.063 0.169 0.160 -0.016
C -0.341285 0.750436 -5.114148 0.000 0.118 0.013 -0.273
C -0.219934 1.270050 -6.513741 -0.141 0.046 -0.035 -0.044
C -0.043696 1.556637 -4.028661 -0.054 -0.232 -0.138 -0.057
C -0.066809 1.073267 -2.724506 0.191 0.008 0.174 -0.287
P 0.165003 2.135590 -1.285621 -0.109 0.630 -0.575 1.116
C -1.298433 3.303379 -1.300341 0.121 -0.184 0.206 -0.500
C -1.162655 4.596454 -2.094281 0.128 -0.119 0.147 -0.097
C -2.504307 2.490181 -1.764828 0.067 -0.048 0.136 -0.108
C 1.727395 3.164456 -1.436795 -0.093 -0.324 0.309 -0.491
C 2.893721 2.373046 -0.843106 -0.087 0.081 0.156 -0.114
C 2.107255 3.634700 -2.835943 -0.198 0.036 0.089 -0.107
H -4.899218 0.257038 0.680145 -0.104 0.028 -0.020 0.089
H -3.633117 -0.370145 -0.377676 0.012 0.042 -0.084 0.083
H -3.294297 1.000924 0.706160 -0.103 0.039 -0.111 0.061
H -3.535632 -0.425925 2.675260 0.074 -0.038 -0.042 0.113
H -4.041267 -2.712962 0.694413 -0.012 -0.030 -0.051 0.081
H -5.246772 -1.977692 1.751232 -0.095 0.029 -0.011 0.089
H -3.918629 -2.886691 2.450371 -0.016 -0.097 0.012 0.058
H -0.619368 -0.726602 3.667721 -0.046 -0.117 -0.176 0.084
H 0.169872 -3.521867 2.754087 0.050 -0.066 -0.035 0.081
H 1.027766 -2.445389 3.862801 0.005 -0.023 0.122 0.090
H 0.973718 -2.088011 2.132919 0.156 -0.105 -0.023 0.053
H -2.149982 -3.373674 3.696101 -0.024 -0.106 -0.015 0.066
H -2.733408 -1.818635 4.309570 -0.127 -0.024 0.055 0.072
H -1.345947 -2.598206 5.049429 0.039 -0.040 0.122 0.088
H -2.007472 -4.032453 1.551494 -0.037 -0.052 0.071 0.101
H -2.247428 -6.271346 0.824862 -0.061 -0.070 0.030 0.078
H -0.597531 -6.776275 0.477486 0.050 -0.065 0.007 0.086
H -1.788157 -6.731964 -0.816760 -0.043 -0.092 -0.021 0.084
H 0.023728 -5.228761 -1.990504 0.044 -0.080 -0.065 0.122
H 0.511310 -2.898431 -2.511268 -0.016 0.002 -0.111 0.119
H -1.295498 -1.998301 -3.393700 0.017 -0.061 -0.035 0.108
H -1.136502 -1.160094 -5.661101 -0.018 -0.103 -0.133 0.121
H 0.035252 0.470381 -7.205554 0.020 -0.004 -0.064 0.081
H 0.546304 2.039987 -6.576967 0.028 0.030 -0.058 0.079
H -1.164244 1.706569 -6.839259 -0.029 0.044 -0.124 0.086
H 0.203304 2.589462 -4.210570 0.100 0.113 -0.036 0.093
H -1.434215 3.568798 -0.242428 0.043 -0.052 -0.093 0.110
H -1.070098 4.402201 -3.159675 0.050 -0.014 -0.134 0.074
H -0.316071 5.190078 -1.758110 0.072 0.096 -0.055 0.071
H -2.062301 5.192371 -1.947088 -0.059 0.044 -0.007 0.088
H -2.478319 2.343474 -2.843079 0.006 -0.032 -0.038 0.086
H -3.432992 2.995402 -1.509583 -0.079 0.059 0.061 0.093
H -2.497195 1.506512 -1.294262 -0.192 -0.054 -0.088 0.037
H 1.534540 4.038435 -0.799676 -0.037 -0.131 -0.054 0.116
H 2.993106 1.402722 -1.332101 0.037 -0.053 0.014 0.088
H 2.752259 2.230193 0.226874 0.043 -0.094 0.029 0.049
H 3.823489 2.923152 -0.985605 0.042 0.011 -0.021 0.089
H 2.363979 2.787315 -3.468363 -0.017 -0.007 -0.079 0.083
H 2.983759 4.277522 -2.765041 0.063 0.019 0.047 0.089
H 1.316885 4.214340 -3.300372 -0.059 0.046 -0.171 0.058
O 1.657439 -0.362140 0.571902 1.394 -0.911 -0.264 -0.125
N 2.520125 -0.026069 1.537557 -0.659 0.542 0.215 -0.140
C 3.735407 -0.585810 1.538005 0.468 -0.373 -0.094 0.003
C 4.637177 -0.280832 2.519827 -0.157 0.131 0.072 -0.026
C 4.265336 0.628768 3.517347 -0.053 -0.092 -0.219 -0.031
C 3.024660 1.211193 3.475642 0.034 -0.091 -0.075 -0.057
C 2.119562 0.890156 2.453856 0.154 0.054 0.173 -0.630
S 0.579626 1.594452 2.289008 -0.358 0.263 -0.003 0.788
H 3.929281 -1.273852 0.728930 -0.080 -0.003 -0.014 0.152
H 5.612127 -0.734778 2.511243 0.095 -0.098 -0.043 0.116
H 4.956022 0.878071 4.305202 0.094 0.049 0.115 0.120
H 2.708957 1.932167 4.210306 -0.025 0.070 0.093 0.115



# 3
7
Properties=species:S:1:pos:R:3:forces:R:3:nbo_charge:R:1 method="wB97M-V/def2-TZVPD" spin_multiplicity=5 s_squared=6.1232 total_charge=+1 max_force_ha_per_bohr=0.05669 homo_lumo_gap_ev="4.35 / 5.75"
Cr -3.418866 2.095539 0.325639 0.778 -2.775 0.387 1.519
Cl -2.797437 -0.249693 0.650558 -0.721 2.797 -0.395 -0.517
C 1.118276 -0.363254 -0.185939 0.540 -0.602 -0.237 -0.280
Cl 1.699384 1.271779 -0.477527 -0.008 0.214 0.007 0.010
Cl 1.707116 -0.983710 1.365270 -0.260 0.189 -0.213 0.034
Cl 1.654625 -1.455106 -1.504181 -0.373 0.436 0.436 0.024
H 0.036905 -0.315554 -0.173821 0.044 -0.258 0.016 0.211



# 4
63
Properties=species:S:1:pos:R:3:forces:R:3:nbo_charge:R:1 method="wB97M-V/def2-TZVPD" spin_multiplicity=1 max_force_ha_per_bohr=0.06373 homo_lumo_gap_ev=9.79
C 1.545009 0.208466 -0.828167 2.790 -0.946 -1.436 -0.399
C 1.737766 -0.973067 -1.944474 -1.007 2.797 -0.569 -0.434
C 0.514240 -1.825958 -2.176116 -0.026 -1.339 0.624 -0.224
N 0.148643 -2.492343 -0.856063 -0.362 -0.576 -1.758 -0.884
C 2.297986 -0.161581 0.485538 -0.668 1.997 -1.713 -0.223
N 2.238410 1.076022 1.272125 1.087 -0.193 1.350 -0.889
H 0.533783 0.580836 -0.650907 0.055 -0.819 0.282 0.219
H 2.022687 1.090620 -1.357428 -0.243 -0.944 1.153 0.208
H 2.606873 -1.619882 -1.789491 0.017 0.411 0.203 0.188
H 1.922015 -0.274678 -2.815013 0.015 -1.590 0.373 0.226
H 0.697936 -2.677080 -2.914202 0.062 0.955 1.020 0.191
H -0.339494 -1.291184 -2.599794 0.204 0.366 0.225 0.190
H -0.012161 -1.906667 -0.054957 -0.075 0.967 -0.135 0.358
H -0.772938 -2.873816 -1.066557 0.251 -0.436 0.591 0.375
H 1.756273 -1.018967 0.811364 -0.325 -0.528 1.314 0.156
H 3.349292 -0.463051 0.379076 -0.320 0.122 -0.427 0.187
H 1.431480 1.051086 1.880893 -0.327 0.060 -0.351 0.402
H 3.000301 1.110399 1.947586 0.205 -0.221 -0.160 0.363
H -0.977856 1.294166 -2.364852 0.773 -0.274 -0.356 0.508
H -0.038861 1.152349 -3.625698 -0.174 0.163 -0.548 0.483
O -0.047974 1.158116 -2.674113 -1.034 0.336 0.184 -0.982
H 2.860849 -2.785498 3.277765 -0.645 -1.991 1.191 0.465
H 3.207797 -2.334020 1.894234 -0.069 -0.805 -1.396 0.493
O 3.181584 -2.068590 2.796947 0.551 2.679 0.471 -0.969
H 4.218760 2.554230 -0.630679 -0.218 0.356 0.035 0.466
H 3.017606 2.516522 0.322301 0.093 0.221 -0.251 0.499
O 3.522572 3.128517 -0.275462 0.005 -0.600 0.183 -0.989
H -2.625417 -1.476555 0.101561 -0.017 0.707 0.402 0.512
H -2.556280 -1.319597 1.562832 0.042 0.378 -0.454 0.517
O -2.613215 -0.736761 0.771255 -0.232 -1.473 0.207 -1.051
H -0.308556 -0.827044 3.825299 -0.088 -0.240 0.158 0.499
H 0.667384 -1.735092 3.092583 -1.208 -0.244 1.374 0.498
O -0.128301 -1.778717 3.722868 1.868 0.802 -1.287 -0.955
H -3.759427 -1.552425 -1.591708 0.801 -1.052 0.401 0.493
H -2.675741 -2.149723 -2.383145 0.293 -0.121 0.103 0.509
O -3.003186 -2.192929 -1.469688 -1.340 1.003 -0.700 -0.974
H -2.209010 0.073256 -0.749100 0.640 0.374 -0.168 0.514
H -3.103665 1.249752 -0.641283 0.605 0.044 -0.348 0.521
O -2.336120 0.909581 -1.233508 -1.033 -0.108 -0.201 -1.052
H -0.584338 1.644295 1.673628 -0.911 -0.181 -0.837 0.524
H -0.741069 0.017099 1.704832 -1.357 -0.506 -1.269 0.497
O -0.325866 0.789362 2.027819 1.245 0.692 2.134 -1.011
H 1.819305 3.418837 -1.233726 0.688 -0.032 0.221 0.496
H 0.650415 2.597394 -1.805280 0.063 -0.384 -0.358 0.484
O 0.926752 3.484065 -1.571087 -0.676 0.852 0.220 -1.003
H 1.975710 -2.823604 -0.031003 0.204 -1.272 0.542 0.497
H 3.422163 -3.012946 -0.340037 -0.678 -0.912 1.303 0.467
O 2.756486 -3.327757 0.341500 0.509 1.631 -2.024 -0.969
H -2.769835 0.241822 -2.781600 -0.424 -1.102 -0.161 0.495
H -2.836507 0.224737 -4.243821 -0.221 -0.411 -0.695 0.472
O -2.992915 -0.396055 -3.526233 0.508 1.416 0.630 -1.000
H -1.775988 2.412062 -0.483482 1.126 1.010 0.956 0.496
H -0.702912 3.542734 -0.070871 -0.195 -0.300 -0.451 0.512
O -1.463703 3.025388 0.244378 -0.196 -0.508 -0.351 -1.029
H -3.170910 2.302502 1.150867 0.129 -0.219 0.300 0.522
H -3.821970 0.784649 1.194168 0.652 1.624 -0.597 0.519
O -3.719948 1.648562 0.700519 -1.466 -0.833 0.548 -0.970
H -0.300325 3.554139 3.701367 -0.289 -0.115 0.752 0.460
H -0.096989 4.076728 2.373622 -0.680 0.538 -0.054 0.463
O -0.742517 4.158742 3.101845 0.994 -0.443 -0.639 -0.921
H -1.484890 -3.674893 1.732728 -0.285 0.208 -0.034 0.492
H -1.212513 -2.523271 2.721864 0.027 0.033 0.123 0.503
O -1.778678 -2.783284 1.966179 0.288 -1.027 0.154 -1.013